No. 1
Molecular formula: C19H39N5O4S3
Method: DFT, the ωB97M-V functional and the def2-TZVPD basis

The geometry in XYZ format:
```
70
Properties=species:S:1:pos:R:3:forces:R:3:mulliken_charge:R:1
C 1.78478 0.41461 4.01528 -0.76 0.47 0.35 -0.653
C 0.67904 1.25783 4.47066 -0.48 -0.09 -0.08 0.433
N -0.17252 1.93754 4.83748 0.08 -0.07 -0.08 -0.528
H 2.64994 0.98086 4.35617 0.50 -0.62 -0.30 0.323
H 1.72709 0.30833 2.93666 0.33 0.13 -0.03 0.121
H 1.66362 -0.56964 4.46285 0.37 0.03 0.15 0.343
C -3.13591 -3.45351 2.08104 0.30 0.13 -0.64 -0.903
C -1.68613 -3.29707 2.18793 -0.03 0.11 0.15 0.494
N -0.54038 -3.21990 2.20699 -0.06 0.10 0.05 -0.478
H -3.64868 -3.44749 3.03735 0.13 -0.24 0.09 0.342
H -3.26840 -4.38173 1.52415 -0.42 -0.06 0.26 0.328
H -3.53391 -2.64259 1.46866 0.07 0.03 -0.01 0.267
C -0.25505 -4.40368 -2.54014 -0.47 -0.87 0.47 -0.142
C 0.63209 -5.56595 -2.51744 0.22 0.17 -0.26 0.212
N 1.39645 -6.42083 -2.47554 -0.09 -0.06 -0.01 -0.391
H -0.89118 -4.38679 -3.42237 0.41 0.18 -0.28 0.333
H 0.34717 -3.51414 -2.39649 -0.22 0.18 -0.14 -0.142
H -0.96237 -4.55156 -1.72047 0.18 0.38 0.20 0.185
C 1.36252 3.85917 2.03380 0.22 -0.12 -0.83 -0.787
C 2.26265 2.82266 1.51584 -0.06 -0.15 0.68 0.485
N 2.95020 1.95329 1.21445 -0.06 0.04 -0.22 -0.498
H 1.89392 4.80822 2.01328 -0.15 0.09 0.06 0.348
H 1.00879 3.62792 3.03389 0.06 -0.09 0.04 0.271
H 0.52166 3.89194 1.33988 -0.11 0.26 0.16 0.195
C 2.66560 1.71217 -2.46663 0.36 0.06 -1.34 -0.172
C 2.33617 3.12379 -2.49311 -0.06 0.23 0.73 0.200
N 2.12841 4.25326 -2.53665 -0.12 -0.02 0.01 -0.580
H 2.19821 1.10018 -1.70844 -0.06 0.38 0.31 -0.200
H 3.74453 1.58582 -2.47944 0.02 -0.02 0.29 0.494
H 2.33214 1.37121 -3.44962 -0.03 -0.35 0.15 0.298
C -4.31838 0.44112 5.80224 -0.10 -0.79 0.50 -0.938
S -4.93475 0.64461 4.09779 1.49 2.24 0.76 0.459
O -5.09713 2.14767 3.97736 -0.30 -1.37 -0.28 -0.634
C -3.32458 0.30854 3.28580 0.17 -0.51 0.29 -0.434
H -4.03590 -0.60945 5.92997 -0.27 -0.02 0.10 0.335
H -5.10847 0.71419 6.50258 -0.31 -0.29 -0.27 0.345
H -3.46215 1.02377 6.14708 0.11 0.35 -0.96 0.302
H -3.32592 0.84589 2.34151 -0.12 -0.06 -0.04 0.302
H -3.15394 -0.75900 3.12398 -0.42 -0.02 -0.20 0.101
H -2.47678 0.61227 3.90022 -0.24 0.52 0.10 0.127
C -2.84265 1.92023 -2.97291 -0.03 0.29 -0.76 -1.018
S -1.21349 2.62648 -2.64606 0.11 0.51 1.39 0.628
O -0.12042 1.75623 -3.16006 -0.46 -0.03 -0.63 -0.596
C -1.24123 4.14646 -3.63447 -0.72 -0.31 0.49 -1.078
H -2.94989 1.64667 -4.02454 0.01 0.01 0.00 0.327
H -3.56007 2.70244 -2.72084 0.00 0.00 -0.01 0.412
H -3.04946 1.05506 -2.34560 0.37 0.01 0.12 0.247
H -0.50829 4.80709 -3.17739 0.56 -0.31 -0.46 0.341
H -2.18320 4.67683 -3.47466 -0.21 -0.34 -0.19 0.414
H -1.09334 3.86210 -4.67255 0.23 0.33 -0.07 0.317
C 3.50735 -2.00623 -2.01053 -0.32 0.22 -0.01 -0.365
S 4.08903 -1.57100 -3.68710 1.87 -0.35 1.68 0.493
O 4.69211 -0.21202 -3.55145 -0.60 0.17 -0.42 -0.592
C 5.61739 -2.58446 -3.54631 -0.49 -0.21 -1.37 -1.030
H 3.37707 -3.08381 -1.90487 -0.30 0.02 -0.21 0.465
H 2.58649 -1.44266 -1.85414 -0.16 -0.29 -0.02 -0.366
H 4.19371 -1.68663 -1.22559 0.36 0.17 -0.39 0.401
H 6.12333 -2.38998 -4.49496 0.07 0.03 0.07 0.349
H 5.41825 -3.65642 -3.52371 -0.05 0.04 0.33 0.387
H 6.25037 -2.20777 -2.75012 -0.29 0.02 0.28 0.312
C -0.30698 -0.62644 -1.49475 -0.25 -0.24 1.05 -0.255
C -1.13975 -0.49040 -0.23604 0.04 0.67 -0.69 0.649
O -2.30775 -0.82223 -0.21775 0.01 -0.21 0.03 -0.658
C -0.53574 0.14682 0.97770 -0.76 -0.10 0.84 -0.329
H 0.48521 0.10913 -1.49468 -0.02 0.12 -0.23 -0.377
H -0.97352 -0.51041 -2.34026 0.25 -0.22 -0.27 0.263
H 0.15636 -1.61421 -1.43669 -0.08 -0.07 -0.22 0.015
H -1.02327 1.10378 1.19047 0.05 0.13 -0.45 0.233
H 0.53923 0.29589 1.00864 0.04 -0.29 -0.15 0.192
H -0.93930 -0.47401 1.78267 0.67 -0.04 0.29 0.055
```
Positions in Å, forces in eV/Å.

Computed properties:
**HOMO energy**: -0.3317 hartree
**LUMO energy**: 0.25 eV


No. 2
Molecular formula: C3H4N2O2
Method: DFT, the ωB97M-V functional and the def2-TZVPD basis

The geometry in XYZ format:
```
11
Properties=species:S:1:pos:R:3:forces:R:3:mulliken_charge:R:1
C -1.77678 -1.10976 0.47812 -0.83 -4.75 -2.13 -0.432
C -1.57935 -0.01167 0.77865 0.55 3.04 1.15 0.153
C 0.87030 -0.45510 -1.60973 -1.46 -0.08 -1.64 0.428
N 1.94466 0.42335 0.31195 1.69 -1.43 1.25 -0.525
N 1.21404 0.32320 -0.80654 0.16 2.02 0.94 -0.003
O 0.28576 -0.91150 -2.50629 -0.09 -1.49 -0.98 -0.439
O -1.36572 1.15867 1.23781 1.02 3.07 -0.91 -0.511
H -1.96589 -1.96857 -0.11327 -0.08 -0.35 0.32 0.394
H 1.76501 -0.38705 0.88894 0.13 -0.26 0.19 0.261
H 1.66175 1.18864 0.86353 -0.49 1.26 0.31 0.276
H -1.05378 1.74980 0.47683 -0.62 -1.05 1.51 0.397
```
Positions in Å, forces in eV/Å.

Computed properties:
**HOMO energy**: -0.3397 hartree
**LUMO energy**: 0.18 eV
**SMILES**: NN=C=O.C#CO


No. 3
Molecular formula: C38H43FGe3OW
Method: DFT, the ωB97M-V functional and the def2-TZVPD basis

The geometry in XYZ format:
```
87
Properties=species:S:1:pos:R:3:forces:R:3:mulliken_charge:R:1
W -1.49893 -0.08272 -0.69533 -0.36 -0.94 -2.91 0.084
C 4.23735 -1.84555 0.59090 -0.04 0.00 -0.03 -0.576
C 4.47378 -0.34946 0.87622 -0.15 0.04 0.00 -0.676
C 3.37874 0.35314 0.06574 0.02 0.02 -0.02 0.438
O 2.37707 -0.63176 -0.20244 0.30 -0.04 0.06 0.228
C 3.09920 -1.83888 -0.43157 -0.01 0.01 0.10 -0.317
H 3.92495 -2.36718 1.49431 0.02 0.00 0.02 0.148
H 5.12521 -2.33924 0.20059 -0.01 -0.04 0.01 0.393
H 5.46069 -0.01827 0.55950 0.02 0.00 0.04 0.344
H 4.36305 -0.13068 1.93745 0.05 -0.03 0.01 0.292
H 3.77157 0.74190 -0.87981 -0.02 0.00 -0.01 0.324
H 2.89990 1.17094 0.60433 0.03 0.01 -0.01 -0.610
H 3.49440 -1.85070 -1.45525 -0.06 -0.01 -0.01 0.441
H 2.40768 -2.67442 -0.29867 0.02 -0.03 -0.09 -0.022
C 0.41817 5.20995 0.94091 0.08 -0.42 -0.23 -1.281
Ge 0.35882 3.26974 1.34349 -0.23 -0.18 1.01 1.319
C -1.28137 3.00014 2.43421 0.10 0.01 -0.16 -1.142
C 1.89807 2.89271 2.53129 -0.08 0.05 -0.35 -1.303
Ge 0.21378 1.67111 -0.57451 1.87 2.45 -1.02 0.589
C 1.55896 2.30310 -1.87930 0.03 -0.41 0.22 1.008
C 2.41184 3.34854 -1.53395 -0.13 -0.11 0.13 0.026
C 3.26948 3.91177 -2.46595 0.04 0.05 -0.04 -0.884
C 3.28750 3.42909 -3.76614 0.01 0.02 0.05 -0.589
C 2.46119 2.37126 -4.11840 0.00 -0.03 -0.08 -0.789
C 1.61041 1.80699 -3.17984 0.00 -0.07 0.03 -0.454
C -1.41292 2.41708 -1.62677 -0.30 -1.44 -0.03 -0.042
C -1.88293 1.63986 -2.71298 0.39 0.68 -0.06 0.408
C -3.07196 1.97920 -3.36814 -0.12 -0.08 0.00 -0.837
C -3.81653 3.05830 -2.93746 -0.05 -0.11 -0.08 -0.633
C -3.37674 3.81583 -1.85579 0.22 -0.02 0.07 -0.857
C -2.21293 3.47028 -1.19012 0.06 0.28 0.17 -0.088
H 0.30570 5.70726 1.90533 0.00 -0.02 0.03 0.476
H -0.38622 5.53329 0.28394 0.01 0.01 -0.01 0.381
H 1.36879 5.50468 0.50140 -0.01 0.03 0.00 0.409
H -1.01128 2.79497 3.47072 0.08 0.02 -0.01 0.448
H -1.91802 2.19219 2.07884 0.03 0.00 -0.04 0.124
H -1.87445 3.91570 2.42210 0.00 0.01 -0.01 0.495
H 1.71326 3.39407 3.48240 -0.04 0.01 0.00 0.484
H 2.82260 3.29452 2.11503 0.02 -0.04 -0.01 0.435
H 2.02976 1.82697 2.71591 -0.05 -0.01 0.01 0.248
H 2.40629 3.72001 -0.51546 0.09 0.08 -0.04 0.104
H 3.91908 4.72863 -2.17880 0.01 -0.01 0.00 0.447
H 3.94940 3.86927 -4.49990 0.00 0.00 -0.01 0.395
H 2.47954 1.99114 -5.13197 0.00 -0.04 0.02 0.426
H 0.99250 0.96218 -3.46388 -0.01 0.03 -0.03 0.147
H -1.21176 0.94154 -3.20594 -0.11 -0.20 0.15 0.105
H -3.39029 1.40718 -4.23070 0.01 0.00 -0.01 0.504
H -4.72956 3.32766 -3.45169 0.00 0.00 0.00 0.427
H -3.94223 4.68135 -1.53634 -0.02 -0.02 0.04 0.461
H -1.89730 4.06360 -0.34126 -0.10 -0.04 0.06 -0.002
C -0.20315 -1.31145 -1.66382 -0.30 1.67 1.63 -1.125
Ge -0.54462 -2.38643 0.02423 0.03 -1.74 1.44 2.117
C -2.52978 -1.90640 0.10442 -0.25 0.25 -0.51 -0.536
C -3.25215 -1.75306 1.30008 0.34 -0.20 0.10 0.355
C -4.52828 -1.23633 1.30190 -0.20 -0.03 -0.28 -0.763
C -5.14601 -0.86650 0.09823 0.00 -0.01 0.28 -0.526
C -4.51390 -1.09157 -1.09981 0.14 0.03 -0.22 -0.822
C -3.18631 -1.58027 -1.15191 -0.77 -1.35 0.80 -0.718
C -0.64711 -4.35086 -0.12922 0.06 0.50 -0.43 1.024
C -0.84493 -5.09081 1.03251 0.01 0.18 0.05 -0.385
C -1.08745 -6.45339 0.95452 -0.01 0.00 0.00 -0.881
C -1.15209 -7.07740 -0.28366 0.01 0.00 0.05 -0.507
C -0.96169 -6.34146 -1.44379 -0.01 -0.06 -0.05 -0.760
C -0.70754 -4.98008 -1.36867 0.09 0.09 -0.01 -0.634
C 0.17626 -1.92538 1.82013 0.02 0.01 -0.56 0.981
C 1.09219 -2.76029 2.45378 -0.08 -0.04 -0.16 -0.671
C 1.60541 -2.42824 3.69977 0.04 -0.03 -0.01 -0.917
C 1.21883 -1.24775 4.31598 0.05 0.02 0.02 -0.589
C 0.31540 -0.40011 3.68923 0.02 0.02 0.03 -1.035
C -0.19752 -0.73831 2.44753 -0.07 -0.15 -0.05 -0.330
H 0.71570 -1.62027 -2.15208 -0.11 -0.06 -0.20 0.375
H -2.79210 -2.06273 2.23173 0.05 0.19 0.03 0.446
H -5.06833 -1.12306 2.23211 0.04 -0.01 0.03 0.450
H -6.14330 -0.44904 0.12055 -0.01 -0.03 -0.04 0.461
H -5.04665 -0.91472 -2.02593 0.04 0.01 -0.02 0.472
H -2.88540 -2.11102 -2.05032 0.25 0.40 -0.13 0.526
H -0.81557 -4.59661 1.99608 -0.04 -0.09 0.03 0.386
H -1.23416 -7.02234 1.86298 -0.01 -0.02 -0.01 0.427
H -1.35462 -8.13853 -0.34066 0.01 0.00 -0.02 0.400
H -1.01751 -6.82957 -2.40790 0.02 0.01 -0.01 0.419
H -0.55481 -4.40618 -2.27575 -0.02 -0.05 -0.03 0.374
H 1.39781 -3.67951 1.96642 0.06 -0.02 0.09 0.621
H 2.30276 -3.09589 4.18909 0.03 0.02 0.00 0.447
H 1.62484 -0.98474 5.28389 -0.02 -0.01 0.02 0.435
H 0.01231 0.51985 4.17253 -0.02 0.01 -0.02 0.432
H -0.91692 -0.07950 1.96960 0.00 0.10 0.14 0.194
F -2.70289 0.93163 0.30002 -0.98 0.91 1.09 -0.601
```
Positions in Å, forces in eV/Å.

Computed properties:
**2S+1**: 4
**HOMO energy (alpha / beta)**: -0.3726 / -0.4090 hartree
**LUMO energy (alpha / beta)**: -3.73 / -5.40 eV
**Net charge**: +1
**<S²>**: 3.78


Going through the records in order, we get M values of 497.75, 100.08, 936.43 g mol⁻¹.
Going through the records in order, we get energy relative to the best compared isomer or geometry (same formula, charge and spin) values of 9.0, 133.6, 35.0 kcal per mole.